Formula: C38H79NO3S2
Source: OMol25
Level of theory: ωB97M-V/def2-TZVPD

Structure (XYZ):
```
123
Properties=species:S:1:pos:R:3
H -7.167 4.538 4.260
H 6.841 0.200 -2.356
H 5.602 -4.406 1.273
C 5.912 -5.618 -0.489
C -4.856 7.059 1.967
H 4.734 -6.455 1.964
O 3.105 1.626 -3.862
H -6.731 5.060 6.757
H -0.588 6.000 0.001
C 5.105 -6.870 -0.139
H -4.582 -3.298 3.195
C 9.440 -2.992 -1.901
C -3.519 1.936 -2.386
H 1.504 4.481 -0.671
C -4.067 0.475 -0.555
C 0.136 2.775 -1.546
H -6.075 -0.968 1.600
H -3.331 6.000 3.028
C 1.985 0.795 -4.409
H 2.481 1.583 0.006
C 2.609 2.706 -2.947
H -5.218 4.427 2.794
H -0.781 2.754 -2.271
C -4.189 -2.907 2.253
C 1.450 1.936 -2.075
H -6.463 6.745 7.231
H 3.977 0.146 -1.602
H -0.031 1.633 -3.988
H -4.049 -0.377 -1.391
H -4.896 6.370 1.118
H -3.806 -1.897 2.429
H -6.623 -2.259 3.609
H -8.355 -3.936 0.604
C 11.770 -2.253 -2.623
H 8.742 -2.932 -1.058
H 7.848 -3.303 -3.309
H -4.728 4.641 4.461
H -5.851 1.270 0.638
H -6.387 0.141 -0.775
H 2.438 -0.882 -2.156
C 3.990 -3.936 -0.068
H 9.746 -4.044 -1.963
C 5.447 -4.325 0.190
H -0.472 4.396 1.020
C -5.247 -2.904 1.160
H -5.187 5.858 6.390
C 10.669 -2.138 -1.581
H 0.958 0.426 -0.306
H 4.059 -6.751 -0.444
C 0.441 4.347 -1.185
H 2.648 -3.349 -1.652
C 1.886 0.969 -0.820
C -6.437 -1.995 1.472
H 3.311 -4.710 0.308
H -7.190 5.848 3.100
C 8.211 -1.182 -3.286
H -4.782 -2.558 0.228
H -6.400 7.448 4.857
H -3.351 0.989 -3.094
H 10.385 -1.086 -1.459
C 7.187 -0.829 -2.218
H 2.972 -0.978 -0.332
H 11.072 -2.461 -0.613
H -2.875 2.798 -2.877
C -5.108 2.316 -2.512
H 5.500 -7.711 -0.723
H -4.183 7.881 1.704
H 3.842 -4.552 -2.150
C 2.910 -0.271 -1.266
H 3.767 -3.028 0.507
C -0.680 4.812 -0.060
C -8.824 -4.034 1.587
H 6.097 -3.507 -0.144
C 8.705 -2.627 -3.197
H -5.569 1.658 -3.391
C -6.844 6.482 5.124
H -7.025 -4.539 2.656
H -8.337 -3.964 3.668
C 3.691 -3.661 -1.534
H -0.215 2.250 -0.546
H 7.610 -0.905 -1.212
H 2.203 3.490 -3.748
H -3.741 -0.090 0.444
H -7.100 -1.973 0.599
H 6.316 -1.489 -2.279
O -5.874 2.249 -1.260
C -4.354 6.352 3.216
C -2.928 2.669 -0.043
C -7.248 -2.379 2.716
H -9.656 -3.326 1.646
H 6.963 -5.788 -0.224
H 4.329 -2.859 -1.919
H -3.346 -3.540 1.957
H 5.896 -5.483 -1.578
H 12.637 -1.656 -2.322
H -5.853 7.483 2.116
H 0.237 0.163 -2.811
H -4.283 7.069 4.042
O 1.926 0.045 -5.512
H -8.070 -1.660 2.827
H 3.565 3.121 -2.370
H 0.421 5.049 -2.149
N -3.060 1.515 -1.009
H 7.750 -1.033 -4.270
H -7.917 6.665 5.258
H 9.358 -2.828 -4.054
C -6.664 5.474 3.987
C 0.782 1.062 -3.328
C 5.170 -7.236 1.335
H -5.583 -3.930 0.971
H 6.205 -7.399 1.652
H 4.611 -8.159 1.519
S -3.239 2.485 1.653
H 12.097 -3.291 -2.733
H -9.235 -5.046 1.657
C -5.620 1.014 -0.505
H 11.441 -1.889 -3.600
S -2.454 4.450 -0.548
H 9.053 -0.482 -3.234
C -6.269 6.004 6.449
C -5.212 5.150 3.619
H -5.189 3.445 -2.889
C -7.828 -3.795 2.710
```

For the orbital gap, the calculation gives 7.8 eV. Its highest occupied orbital energy is -0.313 Eh.

Atomic partial charges in e from the Mulliken method, atoms 1 to 6: 0.381, 0.384, 0.375, -0.512, -1.141, 0.289


Formula: C42H19BiF20GeN3O5S4
Source: OMol25
Level of theory: ωB97M-V/def2-TZVPD

Structure (XYZ):
```
95
Properties=species:S:1:pos:R:3
H 2.758 -3.801 -1.174
O 5.018 3.095 0.220
F 7.560 3.793 -2.506
O 3.184 2.909 -1.032
C -2.071 -4.892 -0.386
H -0.389 -1.246 -3.312
F -3.358 0.540 1.688
C 2.277 -2.956 -0.683
C -1.691 0.183 -2.453
C -6.261 -1.158 -0.612
C -3.074 -6.994 0.134
F -0.447 -3.810 2.689
C -3.787 -6.388 1.148
N 0.507 3.756 -2.496
C 1.029 1.384 1.614
O 3.739 -0.746 1.445
C -5.183 -1.914 -0.182
S -3.160 0.567 -1.610
C -5.376 0.720 0.566
C 5.516 0.255 -2.675
C 1.598 3.430 1.216
H -2.570 5.035 -2.822
H 2.989 -2.455 -0.017
C -6.357 0.163 -0.229
C 6.772 0.297 -2.102
H 2.846 1.045 2.746
S 3.266 1.361 -3.818
N 1.479 -1.173 -2.395
C -2.738 2.224 -1.617
H 3.025 4.649 -2.496
C -1.308 -3.249 3.551
N -0.966 1.229 -2.716
F 4.931 -0.933 -2.803
C 2.354 5.423 -2.856
F -3.226 -8.296 -0.105
C -1.509 4.849 -2.747
F -1.746 -3.107 7.120
C -0.878 3.679 -2.492
C -4.313 -0.061 0.972
F 7.340 -0.818 -1.632
H 2.501 6.333 -2.271
F 8.673 1.540 -1.491
C -2.991 -2.127 5.386
C -3.621 -5.036 1.372
C 6.887 2.638 -2.553
H 1.600 4.323 0.596
C -1.352 -1.226 -2.807
Bi 1.735 1.394 -1.759
H 1.552 3.987 3.338
C 5.622 2.586 -3.095
C -2.362 -2.481 3.074
O 0.829 2.390 0.587
H 1.415 -3.289 -0.101
H -3.350 2.970 -1.131
C 0.485 2.095 2.859
H 0.520 0.463 1.347
C 2.567 1.296 1.728
S -0.359 6.094 -2.980
C 7.458 1.492 -2.038
H -2.119 -1.653 -3.458
C -2.219 -6.243 -0.645
C -4.191 -1.402 0.638
F -0.083 -4.255 5.309
C -2.755 -4.248 0.632
C -3.196 -1.937 4.032
F -4.632 -7.111 1.886
C 0.937 4.962 -2.748
H 2.602 5.648 -3.896
H -0.596 1.982 2.918
H 0.927 1.693 3.769
C 3.818 2.918 0.118
F -4.390 -4.490 2.331
O 3.105 0.261 -0.428
H 3.549 3.214 2.187
H 0.023 4.207 2.475
F -5.147 -3.185 -0.609
C 4.897 1.404 -3.152
S -0.865 -1.292 0.174
F -1.549 -6.829 -1.641
F 5.097 3.725 -3.562
C -1.938 -2.907 5.817
F -1.227 -4.223 -1.180
F -4.282 -1.230 3.688
F -7.204 -1.689 -1.396
C 1.827 -1.988 -1.664
F -7.387 0.904 -0.638
H -1.287 -1.830 -1.899
C 0.898 3.565 2.575
C 3.188 0.184 0.878
F -3.812 -1.576 6.287
C -1.550 2.394 -2.250
C 2.974 2.772 1.380
C -1.090 -3.484 4.893
F -5.454 2.012 0.904
Ge -2.455 -2.307 1.074
```

For the orbital gap, the calculation gives 7.7 eV. The calculation puts the relative energy (zero: lowest compared OMol25 entry of this formula, charge and spin) at 51.3 kJ/mol. Its highest occupied orbital energy is -0.215 Eh. As for the total charge: -1.

Atomic partial charges in e from the Mulliken method, atoms 1 to 6: 0.440, -0.715, -0.344, -0.417, -0.103, 0.345


Number 1: energy -2571.83129 Ha. Number 2: energy -8034.10520 Ha.